Record 1
Formula: C2Ca3O10PdSTi2
Source: OMol25
Level of theory: ωB97M-V/def2-TZVPD

Calculated values
Gap between HOMO and LUMO (spin up / spin down), eV: 3.9121 / 3.6877
Spin multiplicity: 9
Charge: +4

Each line ends with the Mulliken charge.
CARTESIAN COORDINATES (ANGSTROEM)
1 S -2.61555 1.59778 0.79128  1.422
2 O -3.50440 0.82647 0.04029  -0.635
3 O -3.31280 1.70933 2.06261  -0.242
4 Ti 2.25140 1.21855 -2.61509  0.845
5 Ti 3.13362 -1.00043 -0.31471  0.968
6 O 0.86247 0.13465 -0.85674  -0.006
7 C 2.65563 -0.39986 2.28890  0.954
8 Ca 0.42163 -3.78857 -1.38157  1.487
9 O -1.12729 -0.28493 -1.69602  -0.825
10 Ca -2.09733 -1.27796 -3.77074  1.430
11 O 0.38802 -1.49697 -1.56952  -0.236
12 Pd -2.03856 -0.99618 -0.03560  0.605
13 C 0.09519 -0.36599 -1.67143  -0.038
14 Ca 0.76005 1.53535 1.09962  1.522
15 O 3.02261 0.73651 2.62253  -0.667
16 O -1.39569 0.87976 1.01801  -0.654
17 O 3.47046 -1.33344 2.14399  -0.659
18 O 1.56902 -0.58159 1.77703  -0.733
19 O -2.53853 2.88760 0.06713  -0.539


Record 2
Formula: C5H14
Source: OMol25
Level of theory: ωB97M-V/def2-TZVPD

Calculated values
Gap between HOMO and LUMO, eV: 12.3604
Relative energy (zero: lowest compared OMol25 entry of this formula, charge and spin), kcal/mol: 10.7

Each line ends with the Mulliken charge.
CARTESIAN COORDINATES (ANGSTROEM)
1 H -0.14358 0.16205 3.51833  0.287
2 H 1.06434 -2.17971 -2.06376  0.298
3 C -0.26999 0.75990 1.44179  -0.180
4 H -0.49607 1.71434 0.95163  0.300
5 C -1.41016 -0.23245 1.20262  -1.003
6 H 2.19942 -0.83399 -2.12140  0.276
7 H -0.47845 1.86722 3.25936  0.281
8 H 0.53191 0.74607 -3.03423  0.297
9 H 0.64930 0.44619 0.92745  0.222
10 H -1.18946 -1.17072 1.70297  0.307
11 H 1.18061 1.14753 3.05522  0.341
12 H -1.57600 -0.28766 0.13366  0.293
13 H 1.58164 -1.50140 -3.58759  0.303
14 H -0.69251 -0.66530 -3.04912  0.282
15 C 1.29004 -1.24316 -2.56831  -0.892
16 C 0.18610 -0.19933 -2.62264  -0.595
17 C 0.11944 1.03164 2.89920  -1.126
18 H -2.28418 0.25628 1.64261  0.292
19 H -0.26238 0.18250 -1.68779  0.016


Record 3
Formula: C22H44B2BrF3IN3O11PS
Source: OMol25
Level of theory: ωB97M-V/def2-TZVPD

Calculated values
Gap between HOMO and LUMO, eV: 6.3122
Charge: +1

Each line ends with the Mulliken charge.
CARTESIAN COORDINATES (ANGSTROEM)
1 H -3.66104 3.35951 0.69831  0.307
2 C 8.10490 -2.57430 -4.05083  -1.111
3 H 7.94227 -3.31175 -4.84398  0.287
4 H 7.03496 -0.53391 -2.37674  0.321
5 N -2.45932 -1.54948 1.03569  0.889
6 H -3.27837 -2.66188 8.84445  0.335
7 S 0.10178 0.27497 -1.95964  -0.140
8 F 0.72380 -4.46107 2.34595  -0.260
9 H -2.72311 -1.14909 -2.58137  0.039
10 H 1.25871 -1.00503 -8.15930  0.286
11 O -5.14833 -0.16002 1.65998  -0.311
12 H 6.74128 0.61839 -3.69805  0.282
13 H 3.58373 2.65422 4.50123  0.332
14 H -1.48672 -2.03396 2.91355  0.348
15 H 9.16748 -2.32027 -4.02192  0.342
16 H -0.00060 -1.72694 -4.89054  0.322
17 H -1.80786 7.37900 1.39623  0.342
18 H 3.82160 4.27187 1.71354  0.345
19 O -2.91120 0.30675 -0.42265  -0.333
20 H -3.42169 8.13255 -1.30063  0.341
21 C -3.77823 -0.99338 7.60139  0.814
22 H 4.19418 1.92913 2.97717  0.345
23 H -0.11512 -1.85951 -0.70389  0.210
24 H -2.79274 -4.34623 1.88280  0.260
25 H 7.79155 -3.00989 -3.09864  0.327
26 O 1.99278 -1.02226 -5.76247  -0.567
27 H -1.90244 -1.97226 7.92118  0.309
28 C -0.67336 -4.68455 2.86417  0.714
29 H -0.74755 1.08146 -2.73882  0.202
30 C -1.68416 -4.00331 1.71872  -0.394
31 H -4.30866 -0.00182 2.22003  0.314
32 H -1.64229 8.28889 -1.12740  0.347
33 H 4.44548 -2.60372 -6.77521  0.354
34 O -2.31344 5.28920 -0.82177  -0.438
35 I -4.55016 -2.70810 3.79657  0.197
36 H -1.23358 2.95644 -0.53297  0.286
37 H -2.65913 0.50366 8.64317  0.321
38 C -2.62295 6.73819 1.05061  -1.043
39 C -2.46440 7.60932 -1.36534  -1.137
40 H -2.21384 -3.80860 -1.17826  0.301
41 C 2.32342 -1.25795 -8.11540  -1.138
42 C -0.90756 -1.05993 -1.05510  0.250
43 H 2.77438 1.23838 3.79387  0.235
44 F -0.88835 -4.14771 4.22733  -0.189
45 C -1.43797 -2.38409 1.77325  -0.640
46 O -3.57727 2.38836 0.98124  -0.560
47 N -2.70955 -2.89836 -1.29566  -0.242
48 O -2.04073 2.63972 -1.04047  -0.343
49 H -3.58739 7.22266 1.22300  0.340
50 C 2.94658 4.41194 2.35308  -1.081
51 B -1.05914 -2.50907 -3.35301  0.829
52 H 2.88501 -0.50521 -8.67429  0.334
53 B -2.82899 1.75738 -0.15708  0.484
54 H 3.21118 4.99691 3.23748  0.347
55 C 2.77414 -1.27088 -6.67918  0.808
56 H 8.41080 0.15565 -3.29993  0.352
57 H -5.16926 -3.04007 -0.48419  0.374
58 C 4.21784 -1.59982 -6.40803  -0.935
59 H -4.32864 0.96639 8.24505  0.294
60 C -3.23720 -2.33359 0.00397  -0.426
61 C 2.39796 3.07358 2.77004  0.787
62 H -2.59566 5.80070 1.61605  0.213
63 P -5.48276 -1.90487 1.66890  -0.071
64 F -0.89821 -6.17473 2.81789  -0.252
65 C 7.38056 -0.20399 -3.35963  -1.106
66 H -4.03496 -0.18590 9.56635  0.330
67 O -0.42130 -3.86673 -3.36184  -0.529
68 C 3.30321 2.16915 3.56283  -1.063
69 O 6.58191 -1.26619 -5.34333  -0.513
70 O -4.48801 -0.91819 6.59976  -0.521
71 C -1.91995 -1.88773 -2.09733  -0.332
72 H 4.86391 -0.86224 -6.89089  0.349
73 H -1.33700 -4.50222 0.69206  0.051
74 H -0.15776 -4.10263 -2.42281  0.308
75 H 2.18301 4.95700 1.78795  0.242
76 C -2.45423 6.44151 -0.41551  0.791
77 H -0.31389 -2.17011 1.44462  0.295
78 H -2.33269 7.24498 -2.38975  0.275
79 C -1.78504 -0.42659 0.21982  -0.484
80 O -0.94969 -1.64777 -4.57383  -0.558
81 N -4.60468 -2.51764 0.24307  0.150
82 C -3.68936 0.14402 8.58346  -1.094
83 O 1.25401 2.73215 2.47426  -0.515
84 H -3.12765 -2.96375 7.09912  0.185
85 H 4.39983 -1.57181 -5.32847  0.166
86 Br -0.64039 0.76129 1.39499  -0.059
87 H 2.46663 -2.24655 -8.55863  0.330
88 C 7.29169 -1.34138 -4.34170  0.812
89 C -2.96502 -2.22629 7.89226  -0.963


Record 4
Formula: C9H19N2O2
Source: OMol25
Level of theory: ωB97M-V/def2-TZVPD

Calculated values
Gap between HOMO and LUMO, eV: 10.5390
Relative energy (zero: lowest compared OMol25 entry of this formula, charge and spin), kcal/mol: 47.0
Charge: +1

Each line ends with the Mulliken charge.
CARTESIAN COORDINATES (ANGSTROEM)
1 C 1.22796 2.11881 -0.29032  -0.237
2 C -1.54127 -0.42287 1.24510  -0.534
3 H 2.24943 -2.80385 -0.09801  0.386
4 H -0.97648 -1.30782 1.48257  0.375
5 O -1.83518 2.31749 -1.09320  -0.454
6 H -1.48672 0.33607 1.97098  0.431
7 H 2.64735 2.42607 1.17677  0.422
8 H -0.11701 -3.30487 -1.45102  0.303
9 C -1.54706 1.68955 -0.12602  -0.445
10 C 2.18022 -1.83581 -0.47156  -1.072
11 H -1.15042 -2.21935 -0.42445  0.311
12 C -1.09165 0.06498 -0.10637  0.523
13 C -3.02506 -0.68487 1.07595  -1.408
14 H -3.59968 0.11337 0.69206  0.379
15 H -0.17354 -3.29871 0.45369  0.401
16 N 1.43576 0.70525 -0.14586  -0.208
17 H -1.79567 0.22453 -1.99559  0.403
18 H 1.12503 2.46655 -1.44230  0.256
19 H 3.39715 2.30406 -0.33147  0.348
20 H 2.27684 0.44719 -0.58176  0.288
21 C 2.52996 2.75556 0.17791  -1.555
22 C 0.48127 -0.25854 -0.16900  0.496
23 O -1.72286 -0.42828 -1.25799  -0.583
24 H 2.73183 -1.10158 0.18670  0.437
25 H -3.16311 -1.47866 0.44228  0.392
26 H -3.51909 -1.10957 1.94798  0.439
27 C -0.20655 -2.66830 -0.42735  -0.870
28 H 2.54176 3.76178 0.13388  0.479
29 H -1.65427 2.05711 0.89565  0.486
30 H 2.59615 -1.69396 -1.53497  0.285
31 H 0.39080 2.35165 0.34105  0.460
32 N 0.79414 -1.52298 -0.27535  0.068


Record 5
Formula: C29H24CsN6O3S
Source: OMol25
Level of theory: ωB97M-V/def2-TZVPD

Calculated values
Gap between HOMO and LUMO, eV: 6.4470
Relative energy (zero: lowest compared OMol25 entry of this formula, charge and spin), kcal/mol: 16.9
Charge: +1

Each line ends with the Mulliken charge.
CARTESIAN COORDINATES (ANGSTROEM)
1 C -3.80052 -0.03784 4.79190  1.344
2 H -5.74885 -0.42186 5.29264  0.478
3 C 0.09458 4.09458 -3.31861  -0.916
4 H -3.73834 3.53583 -3.76712  0.346
5 N 4.30330 -3.06894 -2.29601  -0.143
6 C -3.50674 -0.04039 6.15720  -0.674
7 H -1.54848 -0.33857 -5.92177  0.417
8 S -1.13143 3.15692 -2.44560  0.367
9 C 5.18993 0.33682 -2.67449  -0.248
10 C -5.43185 -0.49817 3.12768  -0.746
11 C 6.42667 0.29839 -3.38024  -0.581
12 C 1.16041 -4.53738 -1.72156  -0.192
13 H 3.13590 -1.48718 -0.24485  0.375
14 C -5.11499 -0.29898 4.44141  -0.429
15 N -0.49532 0.86095 3.23943  -0.172
16 N -1.93666 0.35602 7.89159  0.990
17 C 2.97207 -3.17933 -1.75451  0.397
18 N 2.32571 -4.19730 -2.27697  -0.587
19 H 4.63091 1.30255 -2.59654  0.336
20 C 1.44258 -2.87341 -0.01935  -0.663
21 C 2.56717 -2.36358 -0.62992  -0.175
22 H -3.70778 0.23749 -6.59175  0.327
23 C -2.77705 0.29265 3.78175  -0.131
24 C -1.43660 0.63993 4.19489  -0.193
25 C 1.00621 1.60814 4.92770  -0.591
26 C -1.18429 0.79888 5.61011  0.392
27 H -4.22126 -0.44070 6.96321  0.400
28 C -4.33012 -0.29879 2.22167  -0.131
29 C -1.99711 2.28632 -3.78395  0.274
30 N 4.65338 -0.76842 -2.13165  -0.289
31 H -4.91661 2.26572 -5.51664  0.409
32 Cs -0.88252 0.04347 0.07068  1.087
33 H 1.96881 1.92053 5.28860  0.413
34 H 0.27393 1.68758 6.99161  0.406
35 H -6.42637 -0.66506 2.72777  0.397
36 H 6.90637 1.21335 -3.78760  0.336
37 O -0.37858 2.06133 -1.70702  -0.638
38 H 1.32352 -2.45258 0.97905  0.734
39 H -4.55434 -0.41944 1.11296  0.265
40 C 0.06136 1.45329 5.90576  -0.429
41 C -2.23736 0.41888 6.49610  -0.208
42 H 6.80046 -3.09529 -3.46547  0.267
43 H 7.96361 -1.07859 -3.96011  0.403
44 C -1.42093 1.16785 -4.27302  -0.287
45 H -0.44022 0.82748 -3.87722  0.395
46 H 0.87299 3.40746 -3.62792  0.307
47 N -3.12186 0.21959 2.48144  -0.236
48 C 7.04848 -0.95529 -3.43917  -0.164
49 H 4.53829 -3.84631 -2.86886  0.262
50 C 6.43405 -2.12983 -3.03089  -0.698
51 C 5.11776 -1.96771 -2.53446  0.657
52 O -2.85694 0.03937 8.66560  -0.617
53 C 0.70873 1.23292 3.65454  -0.248
54 C -3.91011 1.97950 -5.25488  -0.602
55 C -3.23743 2.70608 -4.27422  -0.185
56 C -1.95945 0.48995 -5.40439  -0.769
57 H 0.46186 4.95015 -2.64311  0.301
58 C 0.64036 -4.00571 -0.54230  -0.804
59 C -3.23251 0.88452 -5.83061  -0.230
60 H -0.39960 4.46629 -4.18176  0.408
61 H -0.37417 -4.29068 -0.13041  0.332
62 H 1.46801 1.50312 2.86072  0.293
63 H 0.71756 -5.37113 -2.24439  0.444
64 O -0.75856 0.38456 8.27332  -0.580


Record 6
Formula: C11H15N
Source: OMol25
Level of theory: ωB97M-V/def2-TZVPD

Calculated values
Gap between HOMO and LUMO, eV: 8.7137
Relative energy (zero: lowest compared OMol25 entry of this formula, charge and spin), kcal/mol: 57.0

Each line ends with the Mulliken charge.
CARTESIAN COORDINATES (ANGSTROEM)
1 H 2.79879 4.10094 -1.60550  0.262
2 C -2.43924 -0.51963 0.87300  -0.495
3 H -2.63504 -0.41410 -2.53938  0.395
4 H 1.18658 4.49849 -1.50144  0.293
5 H 2.15163 4.90361 -0.08663  0.283
6 C 2.03712 4.12787 -0.81335  -0.909
7 H -0.38130 -0.73570 3.02287  0.193
8 H 3.05551 2.84469 0.41653  0.229
9 C 1.03259 -1.22771 1.59392  -0.846
10 H -0.33679 -0.87409 -2.48370  0.332
11 C 1.03004 -1.09636 0.20181  0.783
12 C 2.02670 2.85183 -0.09103  -0.630
13 H -4.07115 -0.48855 -0.55939  0.346
14 C 2.20486 -1.42573 -0.69805  -1.208
15 H 3.09838 -1.86906 -0.16668  0.348
16 C -2.26347 -0.65079 -1.58296  -0.535
17 H 1.80431 -2.42905 -1.24682  0.293
18 C -3.01308 -0.38715 -0.39959  -0.604
19 C -1.03683 -0.69405 0.95420  -0.058
20 H 1.90434 -1.25370 2.21750  0.393
21 N -0.27916 -0.99572 2.13902  -0.115
22 H 1.32381 2.52292 0.60655  0.380
23 H -3.17526 -0.82741 1.58533  0.329
24 H 2.59869 -0.56287 -1.29564  0.215
25 C -0.88551 -0.85978 -1.52917  -0.455
26 H 1.98940 1.97282 -0.81191  0.085
27 C -0.25282 -0.85500 -0.26291  0.696


Let's list E in order: -138355.89864 -5411.58388 -158287.30210 -16707.46660 -56919.26976 -13138.31931 eV.